# C2H8S4

A cluster of 2 separate species, C2H8S4 in total at a distorted geometry (ωB97M-V/def2-TZVPD, the OMol25 dataset).

Results
Largest force on an atom ... 2.0 eV Å⁻¹
Frontier orbital gap ... 0.313 Eh
2S+1 ... 1
SMILES string ... CSS.CSS
Energy ... -1673.70232 Eh

```
14
Properties=species:S:1:pos:R:3:forces:R:3:mulliken_charge:R:1
C -2.32050 0.92576 0.54844 0.2 0.8 -0.8 -0.6581
S -2.27983 1.63018 -1.19132 -0.2 -0.4 0.9 -0.0496
S -1.24897 0.25323 -2.27770 0.3 -0.2 -0.4 -0.2453
H -1.61973 1.49687 1.15477 -0.2 0.1 0.1 0.1863
H -2.04699 -0.11770 0.60849 0.0 -0.3 -0.4 0.2788
H -3.35525 1.05168 0.86475 0.2 0.1 0.2 0.3092
H -0.09826 0.90714 -2.58652 -0.3 0.0 0.4 0.1790
C 1.28605 -2.12611 -0.06808 -1.8 0.6 0.5 -0.5580
S 2.46516 -1.37144 1.08480 0.1 -0.5 -0.7 -0.0229
S 1.54997 0.09950 2.24693 0.4 0.1 1.1 -0.1405
H 0.42699 -2.63138 0.38922 0.4 -0.2 0.6 0.3041
H 1.72792 -2.86023 -0.73340 0.6 0.3 0.0 0.3123
H 0.76500 -1.32593 -0.59920 0.5 0.0 -0.5 0.0444
H 0.36083 0.51205 1.82186 -0.2 -0.3 -1.0 0.0601
```
Forces are in eV/Å.


# C8H12N7ReS2

A structure of composition C8H12N7ReS2 (ωB97M-V/def2-TZVPD, the OMol25 dataset).

Results
Largest force on an atom ... 0.1 eV Å⁻¹
Total charge ... +3
Expectation value of S² ... 0.758
Frontier orbital gap (alpha / beta) ... 0.238 / 0.226 Eh
2S+1 ... 2
Energy ... -1568.96165 Eh

```
30
Properties=species:S:1:pos:R:3:forces:R:3:lowdin_spin:R:1
Re -0.11895 -0.13760 0.95725 -0.1 0.1 0.1 0.7914
N 3.23942 2.28046 -0.43268 0.0 0.0 0.0 0.0044
C 2.08619 1.88844 0.07112 0.0 0.0 -0.1 0.0219
S 1.48516 0.25025 -0.50754 0.0 0.0 0.0 0.0164
N 1.37554 2.58163 0.89684 0.0 0.0 0.0 -0.0026
N 0.18137 1.98028 1.16496 0.0 -0.1 0.0 0.0063
C -0.83491 2.70270 1.46143 0.0 0.0 0.0 0.0048
C -2.10514 1.98794 1.49247 0.0 0.0 0.0 0.0070
C -3.31766 2.59955 1.69129 0.0 0.0 0.0 0.0017
C -4.48987 1.85087 1.54548 0.0 0.0 0.0 0.0111
C -4.40445 0.51179 1.19843 0.0 0.0 0.0 -0.0013
C -3.16016 -0.06275 1.02924 0.0 0.0 0.0 0.0100
N -2.01713 0.65063 1.17899 0.1 0.0 0.0 0.0100
H 3.77054 1.72497 -1.08635 0.0 0.0 0.0 0.0000
H 3.58962 3.20484 -0.20746 0.0 0.0 0.0 0.0012
H -0.75609 3.77919 1.57220 0.0 0.0 0.0 0.0002
H -3.35538 3.65353 1.93475 0.0 0.0 0.0 0.0001
H -5.45471 2.32049 1.69229 0.0 0.0 0.0 0.0004
H -5.28948 -0.09550 1.06609 0.0 0.0 0.0 -0.0002
H -3.05698 -1.10982 0.78364 0.0 0.0 0.0 -0.0003
N 0.87643 -0.71275 2.73914 0.0 0.0 0.0 0.0052
N 1.04078 -2.11242 2.95182 0.0 0.0 0.0 -0.0002
C 0.47175 -2.98763 2.11732 0.0 0.0 0.0 0.0176
N 0.57974 -4.27101 2.31238 0.0 0.0 0.0 0.0228
S -0.43032 -2.39599 0.72514 0.0 0.0 0.0 0.0684
H 1.80804 -0.28301 2.74000 0.0 0.0 0.0 0.0009
H 0.38418 -0.32290 3.55170 0.0 0.0 0.0 0.0026
H 1.57910 -2.38467 3.76800 0.0 0.0 0.0 -0.0002
H 1.08048 -4.68297 3.09311 0.0 0.0 0.0 0.0003
H 0.16108 -4.92073 1.65546 0.0 0.0 0.0 -0.0001
```
Forces are in eV/Å.


# C20H60N6O10

A cluster of 10 separate species, C20H60N6O10 in total at a distorted geometry (ωB97M-V/def2-TZVPD, the OMol25 dataset).

Results
Largest force on an atom ... 15.6 eV Å⁻¹
Frontier orbital gap ... 0.340 Eh
2S+1 ... 1
SMILES string ... NC(N)=O.NC(N)=O.NC(N)=O.CC(C)O.CC(C)O.CC(C)O.CC(C)O.CC(C)O.CO.CO
Energy ... -1878.58439 Eh

```
96
Properties=species:S:1:pos:R:3:forces:R:3:mulliken_charge:R:1
N 3.27879 0.25048 -0.25306 5.0 3.4 -4.4 0.2165
C 3.49679 -0.28452 0.89794 5.6 -0.1 3.8 0.4414
N 2.36779 -0.69452 1.43894 -3.1 -2.7 4.0 0.2184
O 4.69779 -0.34052 1.48894 -5.0 -0.1 -2.4 -0.7944
H 4.15979 0.66548 -0.76906 -2.6 -1.2 1.5 0.2489
H 2.44779 0.30848 -0.77506 -0.9 -0.2 -0.2 -0.1661
H 2.38979 -1.25052 2.34794 0.3 1.3 -2.0 0.3349
H 1.42179 -0.34352 1.20394 1.2 -0.3 -0.1 -0.9852
N 1.08579 -0.36152 -1.95506 -2.3 0.8 4.5 0.4516
C 1.38479 -0.04152 -3.17106 6.6 -5.1 -3.9 0.0198
N 0.69079 0.95048 -3.68706 -0.3 4.1 -3.7 0.1542
O 2.33879 -0.79652 -3.81106 -4.7 4.0 2.2 -0.8509
H 1.48379 -1.19252 -1.50606 -0.3 0.6 -0.7 0.2314
H 0.36879 0.22148 -1.37906 1.5 -1.9 -1.2 -0.6584
H 0.86979 1.34148 -4.69706 0.0 -1.6 2.9 0.3359
H 0.13579 1.61148 -3.11706 0.8 -0.6 -0.3 -0.1694
N -1.90221 0.42648 -4.04806 -0.5 -3.7 0.4 -0.4606
C -2.48321 1.57248 -3.79406 -5.4 1.7 5.6 0.1738
N -1.83021 2.57548 -4.31006 0.4 4.3 -0.5 -0.2194
O -3.53521 1.86048 -2.90706 4.7 -1.9 -4.8 -0.7127
H -2.45421 -0.38452 -3.72406 0.3 0.9 -0.6 0.3234
H -0.90221 0.34948 -3.78706 -1.2 0.1 -1.0 0.5669
H -2.25221 3.49548 -4.16906 0.4 -0.5 0.1 0.2637
H -1.12721 2.52648 -5.01806 -0.1 -0.5 -0.4 0.1983
C 0.52079 2.12448 1.22394 -1.9 -1.2 2.0 -0.9417
C -0.69021 1.40948 0.65294 -2.8 8.3 1.7 1.5647
C -1.16221 2.06948 -0.61406 -1.6 -0.4 -0.1 -0.8981
O -0.57421 0.19948 0.41394 3.4 -10.9 -1.5 1.7285
H 0.42179 3.17648 1.38894 -0.1 0.7 -0.6 0.4635
H 1.31979 1.82048 0.64994 2.2 -0.1 -1.3 -0.2761
H 0.65979 1.73348 2.22594 0.4 -0.2 0.3 -0.3252
H -1.55721 1.35348 1.35294 0.3 2.0 0.2 -0.0163
H -1.96521 1.38448 -1.01706 0.8 1.1 -0.1 -0.2848
H -0.39321 2.29748 -1.36806 -0.1 0.1 0.4 -0.1909
H -1.66021 2.92948 -0.23206 -0.4 1.3 -0.7 0.6803
H -1.42721 -0.27052 0.52794 0.2 0.2 -0.1 -0.8540
C -1.61121 -1.51552 -1.88806 -0.8 1.1 0.0 -0.8841
C -2.88721 -2.14152 -2.27806 0.4 -3.6 5.4 0.8913
C -4.12021 -2.12652 -1.35106 0.8 0.0 2.0 -1.6473
O -3.45621 -1.67852 -3.31006 -3.1 2.3 -8.4 -0.6005
H -0.88421 -1.43052 -2.70506 -0.3 -0.5 0.5 0.6641
H -1.25821 -2.02252 -1.02306 0.7 -0.5 0.5 -0.0579
H -1.93421 -0.55252 -1.56606 0.5 1.2 0.2 -0.0034
H -2.59321 -3.14452 -2.47806 0.1 -1.9 0.2 0.1825
H -4.83321 -2.89252 -1.68806 0.2 0.2 0.1 0.6444
H -4.60521 -1.13452 -1.34406 0.3 -0.3 -0.4 0.3296
H -3.85921 -2.29852 -0.32906 -0.1 -0.5 0.9 0.1696
H -4.26721 -2.22252 -3.41906 0.7 1.1 -0.6 0.4712
C -0.52821 -3.06552 1.30894 1.0 1.9 1.9 -0.7459
C -0.55721 -4.31952 0.53194 10.1 4.7 -3.1 0.8555
C 0.36979 -5.39052 0.95294 3.1 0.5 -0.9 -1.7422
O -1.59321 -4.91452 0.37094 -14.4 -5.5 -2.3 -0.5453
H -1.37121 -2.39152 1.33194 -0.9 -0.5 -0.4 0.0269
H 0.28779 -2.33952 1.13094 0.1 -0.8 -0.7 0.2732
H -0.32521 -3.31352 2.33494 -0.3 -0.2 1.0 0.1846
H -0.28221 -4.02452 -0.53906 1.1 0.4 0.9 0.1171
H 0.11179 -6.36552 0.55394 0.0 0.1 -0.2 0.3828
H 0.47079 -5.42952 1.97394 -0.2 -0.4 2.8 0.4142
H 1.36179 -5.09452 0.64794 0.8 -0.3 -0.3 0.3788
H -1.79821 -5.04252 -0.57806 -0.3 0.0 1.4 0.4730
C 3.59279 3.67248 -1.37706 -2.0 0.0 -1.2 -1.0145
C 3.41579 3.24148 -2.83306 -1.9 8.4 0.2 0.9205
C 4.09279 4.13148 -3.85406 -0.2 0.0 -0.9 -1.7116
O 3.83779 2.11248 -3.07606 3.4 -11.4 -2.2 -0.4757
H 3.23079 4.70748 -1.35806 -0.1 -0.2 0.5 0.4099
H 4.60879 3.67848 -1.06606 0.9 -0.4 0.3 0.4050
H 2.92679 2.98348 -0.81606 0.7 0.7 0.3 -0.0784
H 2.38579 3.23648 -3.12606 -1.8 0.9 0.5 -0.0553
H 3.48479 4.88448 -4.18106 -1.8 2.6 -0.3 0.4892
H 4.30379 3.69948 -4.84806 0.1 -0.8 0.6 0.4333
H 4.95979 4.57548 -3.50606 2.0 0.7 0.7 0.3593
H 3.64879 1.92348 -4.03306 0.6 -0.5 1.6 0.3327
C -0.87521 0.77448 4.38894 -2.3 0.0 0.0 -1.4955
C -0.71721 -0.65852 4.01194 5.5 1.9 2.2 2.1042
C -0.19721 -1.47552 5.14294 2.0 -1.1 0.4 -1.4532
O -1.79421 -1.23252 3.66294 -7.9 -2.6 -2.6 -0.5354
H 0.01079 1.27948 4.61094 1.6 0.5 0.8 0.2810
H -1.58121 0.71948 5.26694 0.6 0.8 -0.8 0.3732
H -1.28821 1.33848 3.54194 -0.5 -0.1 0.3 0.2450
H -0.12821 -0.81452 3.12994 1.8 0.6 -0.4 -0.6853
H 0.78179 -1.19352 5.43594 1.0 0.6 0.5 0.0320
H -0.01121 -2.47452 4.76794 -0.3 -0.5 -0.1 0.4646
H -0.75621 -1.57652 6.07194 -0.6 0.5 -0.2 0.4087
H -2.09021 -1.84752 4.31994 -0.7 -0.4 0.3 0.3476
C 2.99579 0.94948 4.16094 1.3 -0.3 1.7 0.1658
O 2.47679 0.98648 5.47794 -0.3 1.0 0.6 -0.5496
H 3.62379 1.83148 4.07594 -0.3 0.1 -0.6 0.2875
H 2.20279 0.82548 3.48894 -0.9 0.4 -1.4 -0.4926
H 3.64579 0.09248 4.08494 0.4 -0.3 -0.4 0.3599
H 2.32979 0.10148 5.77194 -0.1 -0.7 0.3 0.2752
C -4.05521 0.45448 1.60594 0.8 2.2 -0.1 -1.0289
O -2.98621 -0.43052 1.36494 -0.5 0.2 -2.2 -0.2958
H -4.71321 0.02948 2.28094 -1.8 -1.3 1.0 0.4234
H -4.57521 0.83048 0.70694 0.5 -0.6 0.2 0.3174
H -3.73421 1.34848 2.18794 0.3 -0.2 -0.6 0.2926
H -2.51421 -0.54652 2.16894 0.4 -0.6 1.7 0.0996
```
Forces are in eV/Å.


# C4H14N2O2

A structure of composition C4H14N2O2 at a distorted geometry (ωB97M-V/def2-TZVPD, the OMol25 dataset).

Results
Largest force on an atom ... 2.2 eV Å⁻¹
Frontier orbital gap ... 0.352 Eh
2S+1 ... 1
Energy ... -420.64168 Eh

```
22
Properties=species:S:1:pos:R:3:forces:R:3:mulliken_charge:R:1
C -0.83812 -0.83771 -0.98217 0.9 0.5 -1.2 -0.3625
C -1.89190 0.19316 -0.82660 -0.7 0.0 -0.3 -0.6905
C -1.97894 0.86287 0.53997 0.1 -0.1 -0.1 -0.4959
O -1.00323 1.86326 0.71200 -0.3 0.2 -0.1 -0.5825
N 0.77658 -0.06689 -0.04659 -1.3 -0.1 -1.3 -0.6861
C 1.83674 -0.52270 -0.92343 0.7 -0.2 0.4 -0.4914
N 3.00230 0.28560 -0.58454 -0.3 0.1 0.9 -0.7612
H -1.04838 -1.89526 -0.76554 -0.1 0.4 0.7 0.3637
H -0.27917 -0.84553 -1.90199 -0.3 0.2 -0.4 0.2891
H -2.86930 -0.24408 -1.07561 0.1 -0.1 0.2 0.3771
H -1.74431 0.97948 -1.55114 0.2 0.3 -0.3 0.3300
H -1.91035 0.10719 1.31967 0.0 -0.2 0.3 0.3002
H -2.96255 1.31304 0.59153 -0.1 0.3 0.2 0.3534
H -0.18826 1.52018 0.30847 0.1 -0.1 0.2 0.4810
H 0.00351 -0.80619 0.03830 0.6 -1.1 1.8 0.1941
H 2.10336 -1.57301 -0.75334 0.0 0.0 -0.1 0.3891
H 1.63956 -0.39413 -1.98614 -0.2 0.1 -0.2 0.3711
H 3.26111 0.00444 0.36271 0.3 -0.2 -0.2 0.2815
H 2.63902 1.22068 -0.38409 0.2 0.1 -0.5 0.2618
H 0.61895 0.07072 3.25706 -0.1 0.0 0.0 0.3131
H 0.48034 -0.50572 1.85767 0.2 0.1 0.1 0.4696
O 0.35304 -0.72941 2.79380 0.0 0.0 0.0 -0.7046
```
Forces are in eV/Å.